Entry 1:
The following is a quantum chemistry calculation of C22H42Cl3N4NdO4Si as an isolated structure, from OMol25.

```
77
C22H42Cl3N4NdO4Si, DFT ωB97M-V with the def2-TZVPD basis set
C -3.6292 -1.5536 0.3967
C -2.6922 -2.6285 -0.1076
H -4.1747 -1.0181 -0.3944
H -3.1203 -0.7630 0.9483
H -4.3982 -1.9861 1.0575
C -3.1248 -3.5660 -0.9570
C -4.4737 -3.6371 -1.5669
H -2.4372 -4.3679 -1.2030
H -4.8263 -2.6437 -1.8718
H -5.1871 -4.0873 -0.8679
H -4.4550 -4.2908 -2.4445
Nd -0.3425 0.1304 2.1497
Cl -2.0613 0.2061 4.2167
Cl 0.9408 -2.1123 3.1117
C 2.9185 0.0040 1.9744
O 1.9567 0.6213 1.4475
N 4.1791 0.1473 1.6016
C 4.4847 1.0121 0.4641
C 5.2364 -0.6757 2.1714
H 2.7074 -0.7154 2.7787
H 4.1064 2.0259 0.6445
H 4.0307 0.6222 -0.4606
H 5.5718 1.0631 0.3688
H 5.2476 -0.5901 3.2587
H 6.2009 -0.3267 1.8091
H 5.0943 -1.7393 1.9352
H -4.0981 4.4607 1.0458
H -3.7696 1.5261 -1.3671
C -3.4218 4.4745 0.1692
C -3.3327 2.5262 -1.4934
N -3.0238 3.1097 -0.1849
H -2.5326 5.0842 0.4394
C -2.3834 2.3646 0.7093
O -1.8621 1.2475 0.4458
H -2.4230 2.4349 -2.1001
H -2.3209 2.7997 1.7277
H -3.9506 4.9037 -0.6918
H -4.0413 3.2029 -1.9678
O -0.9311 -1.5288 1.0349
C -1.2722 -2.7415 0.4756
C -0.3284 -3.3948 -1.8741
C -0.2142 -3.3624 -0.4792
H -1.0619 -2.7534 -2.3674
C 0.4745 -4.2367 -2.6522
H -1.3076 -3.4489 1.3376
C 0.8420 -4.0657 0.1107
H 0.3782 -4.2300 -3.7356
C 1.3470 -5.1165 -2.0285
C 1.5713 -4.9809 -0.6542
H 1.0616 -3.8920 1.1749
H 1.9258 -5.8232 -2.6169
H 2.3226 -5.6055 -0.1727
Si 0.8827 0.1263 -2.9264
Cl -1.0480 -0.5204 -2.8845
C 1.7787 -0.6015 -4.4035
C 1.6778 -0.9108 -1.5298
C 0.5955 1.8363 -2.1597
H 2.5462 -1.2800 -4.0074
H 2.2931 0.0956 -5.0825
H 1.1409 -1.2390 -5.0322
H -0.4522 1.8384 -1.7977
H 0.7495 2.7101 -2.8093
H 1.2094 2.0166 -1.2627
H 1.7148 -1.9801 -1.7859
H 1.1262 -0.8095 -0.5806
H 2.7193 -0.5873 -1.3860
C 1.4533 5.3445 1.9001
N 0.8574 4.7327 3.0687
C 0.3362 3.4770 3.1173
N -0.1200 3.1088 4.3608
O 0.2966 2.7056 2.1197
H 1.3389 4.6725 1.0556
H 2.5078 5.5468 2.0930
H 0.9548 6.2924 1.6864
H 0.8935 5.2225 3.9534
H -0.7501 2.2954 4.4641
H -0.1029 3.8219 5.0839
```

The calculation puts the HOMO energy (spin up / spin down) at -7.50 / -7.52 eV. The calculation puts the max |F| at 2.74 eV Å⁻¹. As for the expectation value of S²: 3.75. The lowest unoccupied orbital energy (spin up / spin down) is -0.05 / -0.05 eV. The value obtained for the relative energy (zero: lowest compared OMol25 entry of this formula, charge and spin) is 0.00 kJ/mol. For the orbital gap (spin up / spin down), the calculation gives 0.274 / 0.275 hartree. Its total charge is 0. The calculation puts the molar mass at 705.3 g/mol. Its spin multiplicity is 4.

***

Entry 2:
The following is a quantum chemistry calculation of C22H42Cl3N4NiO4Si as an isolated structure, from OMol25.

```
77
C22H42Cl3N4NiO4Si, DFT ωB97M-V with the def2-TZVPD basis set
C -1.7013 -1.8391 -3.6612
C -1.0679 -2.4398 -2.4469
H -2.1961 -2.6489 -4.2195
H -0.9253 -1.3770 -4.3022
H -2.4461 -1.0668 -3.3974
C -0.5727 -3.6831 -2.3366
C -0.6793 -4.7700 -3.3405
H 0.0287 -3.9030 -1.4498
H -0.3166 -4.4422 -4.3228
H -1.7084 -5.1339 -3.4368
H -0.0699 -5.6092 -2.9789
Ni -3.2544 2.6848 -1.2069
Cl -3.6891 3.4474 0.7749
Cl -1.3467 1.4808 -0.4606
H 0.5781 4.3873 4.0773
H -1.5602 5.7903 2.8372
C 0.5886 3.9939 3.0471
C -1.3632 5.0430 2.0339
N -0.7483 3.8197 2.5277
H 1.1169 3.0364 3.0338
C -1.4454 2.7195 2.9673
O -1.0620 1.9529 3.8500
H -2.3314 4.7515 1.5768
H -2.4307 2.6321 2.4522
H 1.1126 4.7004 2.3925
H -0.7123 5.4551 1.2415
H 2.2539 0.0423 -2.3725
H 1.8492 -2.7644 -1.8135
C 3.2596 -0.2697 -2.0917
C 2.9024 -2.6336 -1.5303
N 3.1158 -1.2684 -1.0653
H 3.7997 0.6115 -1.7495
C 3.2018 -0.8996 0.2375
O 3.3553 0.2696 0.6284
H 3.1420 -3.3332 -0.7220
H 3.1490 -1.7467 0.9440
H 3.6968 -0.6866 -3.0020
H 3.4971 -2.8306 -2.4363
O 0.3738 -0.8530 -1.6544
C -0.7487 -1.4818 -1.2765
C 0.4307 -2.6618 0.5772
C -0.7899 -2.2175 0.0784
H 1.3084 -2.2155 0.1257
C 0.4938 -3.6592 1.5544
H -1.6236 -0.8154 -1.2765
C -1.9786 -2.5655 0.7295
H 1.4462 -4.1151 1.8749
C -0.7019 -4.0445 2.1798
C -1.9233 -3.4881 1.7783
H -2.9252 -2.1445 0.4160
H -0.6855 -4.7683 3.0032
H -2.8307 -3.7807 2.3175
Si -0.2820 2.4916 -2.0287
Cl -4.8097 1.5662 -2.1809
C 1.5324 2.3768 -1.9024
C -0.9517 4.1338 -1.4509
C -0.7176 2.2810 -3.8465
H 1.7900 1.4792 -1.3569
H 1.9965 3.2262 -1.4041
H 1.8314 2.3446 -2.9558
H -0.2180 1.3847 -4.2269
H -0.3204 3.1911 -4.3210
H -1.7966 2.2180 -4.0402
H -1.9975 4.1409 -0.9972
H -1.0237 4.7754 -2.3324
H -0.2727 4.6274 -0.7417
C -0.7066 -1.2826 4.5512
N 0.5221 -0.5423 4.4264
C 0.9756 -0.1039 3.1978
N 2.1348 0.6496 3.2870
O 0.4105 -0.3032 2.1159
H -1.3754 -1.0725 3.7055
H -1.2239 -1.0349 5.4844
H -0.5139 -2.3645 4.5745
H 0.7880 0.0416 5.2061
H 2.6746 0.6431 2.4116
H 2.6877 0.4709 4.1191
```

The calculation puts the HOMO energy (spin up / spin down) at -3.79 / -3.77 eV. The calculation puts the max |F| at 1.92 eV Å⁻¹. As for the expectation value of S²: 2.01. The lowest unoccupied orbital energy (spin up / spin down) is 2.36 / 1.20 eV. For the orbital gap (spin up / spin down), the calculation gives 0.226 / 0.183 hartree. Its total charge is -1. The calculation puts the molar mass at 619.7 g/mol. Its spin multiplicity is 3.

***

Entry 3:
The following is a quantum chemistry calculation of C22H42MnN4O2 as an isolated structure, from OMol25.

```
71
C22H42MnN4O2, DFT ωB97M-V with the def2-TZVPD basis set
Mn -0.3959 -0.3928 -0.2190
C -2.3699 -4.0628 0.4861
C -1.5599 -3.5449 -0.7406
C -2.1721 -4.0290 -2.0516
O -1.5118 -2.1632 -0.7109
H -3.4288 -3.8090 0.5360
H -1.9132 -3.7265 1.4169
H -2.3734 -5.1414 0.6435
H -0.5728 -4.0043 -0.6886
H -1.5852 -3.8212 -2.9463
H -3.2254 -3.7858 -2.1917
H -2.0982 -5.1148 -1.9917
C 2.5734 1.5565 -2.4559
C 1.2335 0.9756 -2.9466
C 1.4529 0.3793 -4.3596
O 0.8022 0.0312 -1.9955
H 3.0405 2.1634 -3.2315
H 3.2967 0.7807 -2.2047
H 2.4549 2.2173 -1.5972
H 0.5102 1.7685 -3.1368
H 1.7484 1.1640 -5.0560
H 0.5837 -0.1935 -4.6829
H 2.3201 -0.2774 -4.4293
C -3.6684 0.7689 4.7450
C -4.1901 -0.5689 4.1896
C -3.1557 -1.4895 3.5322
C -2.2145 -0.9385 2.5515
N -1.4276 -0.5027 1.8380
H -4.4316 1.1233 5.4378
H -3.3513 1.4636 3.9672
H -2.7685 0.5157 5.3055
H -5.0521 -0.3720 3.5522
H -4.6563 -1.1178 5.0078
H -3.6159 -2.3382 3.0260
H -2.6033 -1.8925 4.3811
C -2.6481 -0.3922 -4.3678
C -3.5199 0.7970 -4.0207
C -2.6952 1.8434 -3.2588
C -2.3671 1.3852 -1.8728
N -2.0876 1.0455 -0.8084
H -3.1626 -1.1614 -4.9438
H -2.2939 -0.8678 -3.4532
H -1.8033 -0.0645 -4.9737
H -4.4496 0.5481 -3.5090
H -3.8423 1.3086 -4.9276
H -3.1615 2.8230 -3.1531
H -1.8399 2.0300 -3.9083
C 4.4242 -0.5100 3.0353
C 4.8282 -0.8295 1.5833
C 3.9229 -1.6905 0.7799
C 2.4568 -1.4769 0.7894
N 1.3119 -1.3642 0.8467
H 4.7033 -1.3026 3.7296
H 3.3800 -0.2438 3.1993
H 4.9584 0.3564 3.4253
H 5.8365 -1.2420 1.5467
H 4.9513 0.1468 1.1145
H 4.1220 -2.6877 1.1725
H 4.2586 -1.6395 -0.2559
C 3.1616 3.2709 2.8446
C 3.0983 3.8373 1.3750
C 1.7076 3.9035 0.7227
C 1.0313 2.5801 0.7727
N 0.4585 1.5722 0.7790
H 2.6206 3.9215 3.5318
H 4.1947 3.3258 3.1878
H 2.7224 2.2778 2.9392
H 3.7313 3.2659 0.6961
H 3.4849 4.8519 1.4713
H 1.7573 4.1562 -0.3364
H 1.0743 4.6040 1.2671
```

The calculation puts the HOMO energy (spin up / spin down) at -10.36 / -10.00 eV. The calculation puts the max |F| at 2.79 eV Å⁻¹. As for the expectation value of S²: 12.01. The lowest unoccupied orbital energy (spin up / spin down) is -1.63 / -5.35 eV. For the orbital gap (spin up / spin down), the calculation gives 0.321 / 0.171 hartree. Its total charge is +1. The calculation puts the molar mass at 449.5 g/mol. Its spin multiplicity is 7.